# 1
A 5-piece molecular cluster, C10H29O5S4 overall at a distorted geometry, computed with the ωB97M-V functional and the def2-TZVPD basis.

Geometry as ORCA input:
```
! RIJCOSX wB97M-V def2-TZVPD def2/J DEFGRID3
* xyz -1 1
S 31.96390 -30.36559 -20.90332
S 26.07490 -31.15497 -20.39615
S 33.48933 -25.86963 -21.92468
S 26.35374 -22.36812 -23.82664
O 25.60021 -32.24076 -19.49250
O 33.14947 -26.73656 -20.78589
O 29.63277 -27.39389 -21.46520
O 32.02206 -29.45688 -19.74954
O 24.97487 -22.91199 -23.88816
C 25.44640 -31.53571 -22.04596
C 34.42662 -24.50793 -21.21889
C 31.99199 -24.95586 -22.29827
C 30.27950 -30.94823 -21.09043
C 26.64758 -21.89706 -22.11243
C 27.68902 -28.24316 -22.65220
C 27.48507 -23.75020 -23.83591
C 25.01520 -29.75124 -20.05955
C 28.69176 -27.10047 -22.37148
C 31.88396 -29.45913 -22.43636
H 31.14858 -25.64870 -22.22196
H 32.07192 -24.41600 -23.24434
H 26.24087 -22.68547 -21.47926
H 25.34002 -28.92098 -20.68873
H 27.37475 -24.25266 -24.79662
H 28.14411 -29.03329 -23.26180
H 32.81743 -28.92406 -22.59704
H 27.37924 -28.67651 -21.69603
H 26.79863 -27.89037 -23.19534
H 25.44756 -32.62146 -22.11797
H 31.84581 -24.17350 -21.54634
H 29.92866 -31.36882 -20.14969
H 30.23149 -31.76179 -21.82248
H 26.18800 -20.92879 -21.94162
H 28.05772 -26.21600 -22.06504
H 31.04157 -28.75714 -22.46773
H 23.97216 -29.97234 -20.29346
H 35.42485 -24.87074 -20.97615
H 28.50848 -23.38692 -23.74555
H 27.72408 -21.88300 -21.93776
H 34.42132 -23.58074 -21.79023
H 33.96755 -24.29708 -20.24719
H 25.08885 -29.53138 -18.99785
H 31.69434 -30.21314 -23.20846
H 29.16228 -26.81574 -23.36257
H 24.41562 -31.19256 -22.15009
H 29.63296 -30.14269 -21.44408
H 26.03693 -31.06989 -22.83268
H 27.25240 -24.48679 -23.06572
*
```

Calculated values
- LUMO (eV) = 2.41
- DFT total energy (a.u.) = -2367.205510

# 2
C10H29O7Ti as an isolated structure, computed with the ωB97M-V functional and the def2-TZVPD basis.

Geometry as ORCA input:
```
! RIJCOSX wB97M-V def2-TZVPD def2/J DEFGRID3
* xyz 0 4
Ti 0.01683 0.24149 0.45452
O 1.27477 -1.72476 -0.28060
O -1.01306 0.08219 -1.84501
O 2.89762 3.06677 1.89156
O 1.37879 1.42849 1.71754
O 1.32580 1.90862 -1.35437
O -1.40982 -1.02934 1.89944
O -1.24814 2.17052 0.31838
C 3.70417 0.89699 1.39040
C -3.23352 2.32919 1.71706
C -2.64022 -1.55223 1.41850
C 1.93802 -2.61793 0.65794
C -1.00469 -1.36380 -3.82093
C 1.57174 -2.24862 2.07164
C -1.66782 -0.97932 -2.51486
C -2.68106 2.26120 0.30857
C 2.30108 1.07166 -1.99138
C 2.57636 1.89678 1.69073
H -1.33402 -1.25476 2.83499
H 3.00841 0.77705 -1.22390
H -2.98277 3.14181 -0.26892
H -0.99572 0.85757 -2.41756
H -1.63986 -1.82267 -1.82674
H 0.57034 -2.60011 2.32362
H -1.52093 -2.20590 -4.28542
H -3.02695 1.35831 -0.18852
H -2.80363 3.16243 2.27153
H 3.02215 -2.52308 0.53895
H 1.64786 -3.64751 0.43549
H -3.49703 -1.02949 1.85736
H -2.72026 -2.62641 1.61236
H 1.59262 -1.16126 2.19688
H 0.76554 2.27240 -2.04664
H 2.28809 -2.71919 2.74436
H 3.32327 -0.09388 1.13708
H 4.32148 1.27315 0.57370
H -0.99870 -0.53499 -4.53302
H 1.36695 -2.11663 -1.15220
H -2.72280 -0.73104 -2.68424
H -2.64835 -1.39030 0.34237
H -0.88376 2.99882 0.65545
H 0.03270 -1.66257 -3.65117
H -4.32060 2.41217 1.70711
H 2.85043 1.61280 -2.76939
H 1.83464 0.18477 -2.42711
H 4.35113 0.82016 2.26520
H -2.96708 1.41045 2.24923
*
```

Calculated values
- LUMO (spin up / spin down) (eV) = 0.26 / 0.06
- DFT total energy (a.u.) = -1774.445883
- energy relative to the best compared isomer or geometry (same formula, charge and spin) (kJ/mol) = 0.0

# 3
C10H30B2CaF10KO5 as an isolated structure at a distorted geometry, computed with the ωB97M-V functional and the def2-TZVPD basis.

Geometry as ORCA input:
```
! RIJCOSX wB97M-V def2-TZVPD def2/J DEFGRID3
* xyz -1 1
Ca 2.78306 -3.41422 -1.68914
K -4.75912 1.85163 -0.65781
F 5.46024 -1.77450 -0.57046
F -0.80928 0.27644 0.35876
F -6.15583 2.15605 -5.83795
F 3.02529 -1.01628 -4.01499
F 0.94936 -0.43898 -0.63382
F -3.84953 2.33144 -5.96215
F 0.59071 1.69875 -0.73600
F -5.13617 3.45017 -4.45438
F -4.80321 1.19859 -4.38020
F -0.83501 0.29516 -1.86996
O 4.44773 2.64660 -0.26392
O 1.72448 -4.91636 1.79162
O 0.87842 6.60006 -2.04469
O -0.92299 -4.19277 -2.22813
O -3.61959 -1.52848 6.27093
C 4.50158 3.38792 2.01276
C -1.36220 -0.79927 6.16104
C 4.74352 3.80436 0.53160
C 1.67497 6.47682 -3.22971
C 1.20927 -4.37891 3.03728
C -0.26322 -4.90086 3.15476
C -2.28979 -5.97337 -3.12734
C -1.83028 -5.24223 -1.89672
C -2.69195 -0.85263 5.40903
C 0.68918 6.64097 -4.34064
B -0.08417 0.45400 -0.74158
B -4.95643 2.29685 -5.22463
H 1.99570 -5.79141 2.07853
H 3.43406 3.22793 2.16409
H -3.09294 -5.43489 -3.63041
H -0.52257 -0.36579 5.61772
H 1.03027 6.64631 -5.37588
H -1.48629 -0.26447 7.10268
H 4.08575 4.61762 0.22492
H -1.45248 -6.07214 -3.81818
H -1.29431 -3.33620 -2.00449
H 4.98350 4.12709 2.65266
H -2.74339 -4.80126 -1.49690
H -2.83167 0.22210 5.29266
H 1.26554 -3.29633 3.15109
H 5.80636 3.96776 0.35337
H -1.16191 -1.82772 6.46153
H 2.48600 7.20425 -3.19553
H 4.91448 2.37915 2.01066
H -0.79940 -4.56988 2.26535
H 1.76165 -4.96023 3.77556
H 3.49459 2.53956 -0.22320
H -2.73458 -6.91335 -2.80069
H -3.80558 -0.90102 6.97327
H -0.67639 -4.72583 4.14811
H 1.98981 5.43368 -3.20069
H -2.65287 -1.43225 4.48676
H -0.24612 -5.99023 3.12158
H 1.34399 6.58053 -1.20537
H -1.32508 -5.85820 -1.15277
H -0.13268 5.92915 -4.26349
H 0.05751 7.52927 -4.33629
*
```

Calculated values
- LUMO (eV) = -0.49
- DFT total energy (a.u.) = -3101.412567
- energy relative to the best compared isomer or geometry (same formula, charge and spin) (kJ/mol) = 926.2

# 4
C10H30BF4KO5 as an isolated structure at a distorted geometry, computed with the ωB97M-V functional and the def2-TZVPD basis.

Geometry as ORCA input:
```
! RIJCOSX wB97M-V def2-TZVPD def2/J DEFGRID3
* xyz 0 1
K -0.52946 0.17584 0.09208
F -1.72077 -0.99375 1.19309
F -3.81217 -0.49020 0.72771
F -2.33877 1.06923 0.52870
F -2.93522 0.35832 2.58771
O 0.79846 0.90855 1.44202
O 0.60359 -1.58549 -0.19585
O 0.53932 -2.61450 1.64950
O -1.18942 0.32059 -1.83108
O 0.21227 2.01223 -0.53411
C 2.09702 1.22635 1.06948
C -0.92326 2.68331 -1.04254
C -1.06581 -3.31477 0.09465
C -0.06750 -2.66473 -0.81280
C 0.94999 -1.41567 2.23782
C -1.23963 3.98065 -0.26881
C 0.45023 -0.42343 -3.36292
C 0.62340 -1.31398 3.72505
C 2.43112 0.62312 -0.33134
C -0.21427 0.79268 -2.73422
B -2.69113 -0.00750 1.29262
H 2.83075 0.73650 1.70962
H 2.00658 -1.26134 2.01896
H -2.12921 4.44728 -0.69190
H 1.92612 1.18539 -1.11680
H 1.31298 -1.94512 4.28563
H 0.40871 -0.66002 1.66851
H -0.43094 4.71090 -0.29784
H 0.47964 1.49655 -2.27468
H -1.32054 -4.30372 -0.28642
H 0.82179 -0.29348 4.05267
H -0.65566 1.41328 -3.51403
H -1.95389 -2.71283 0.28722
H -1.88684 -0.10154 -2.33804
H -0.67383 -3.54420 1.08552
H 1.02228 -0.95172 -2.60019
H -1.78355 2.01406 -1.03392
H 0.67816 -3.44862 -0.94546
H 1.21439 -0.14167 -4.08733
H -0.56249 -2.42532 -1.75395
H 0.48643 1.43606 2.18091
H 1.39451 -1.41921 -0.71392
H -0.24037 -1.17561 -3.74423
H 2.15754 -0.43053 -0.38689
H 1.00811 2.47888 -0.79956
H 2.29828 2.29582 1.00754
H -0.66889 2.84639 -2.08982
H 0.62132 -2.58090 0.69359
H -0.43812 -1.49355 3.89539
H 3.49925 0.71250 -0.52938
H -1.40049 3.78890 0.79207
*
```

Calculated values
- LUMO (eV) = -0.29
- DFT total energy (a.u.) = -1799.233277
- energy relative to the best compared isomer or geometry (same formula, charge and spin) (kJ/mol) = 1325.4

Among the records above, which one has the lowest DFT total energy?
C10H30B2CaF10KO5

DFT total energy of number 4 (C10H30BF4KO5)?
-1799.233277 a.u.

Which of these has the highest DFT total energy?
C10H29O7Ti

Number 2 is which compound?
C10H29O7Ti